Entry 1:
{
  "formula": "C18H45N2O8P",
  "method": "ωB97M-V with the def2-TZVPD basis set",
  "e_homo_ev": -9.04,
  "max_force_ev_per_a": 2.7,
  "smiles": "CNCO[P@](=O)(O)OCC(=O)N(C)C.CCOCC.CCOCC.CCOCC",
  "symbols": ["C", "N", "C", "O", "P", "O", "O", "O", "C", "C", "O", "N", "C", "C", "H", "H", "H", "H", "H", "H", "H", "H", "H", "H", "H", "H", "H", "H", "H", "C", "C", "O", "C", "C", "H", "H", "H", "H", "H", "H", "H", "H", "H", "H", "C", "C", "O", "C", "C", "H", "H", "H", "H", "H", "H", "H", "H", "H", "H", "C", "C", "O", "C", "C", "H", "H", "H", "H", "H", "H", "H", "H", "H", "H"],
  "xyz": [[6.048, -2.145, -2.372], [4.572, -1.963, -2.323], [4.024, -2.617, -3.491], [2.600, -2.500, -3.616], [2.063, -1.002, -3.903], [1.096, -0.989, -4.978], [3.303, -0.061, -4.338], [1.534, -0.466, -2.499], [0.109, -0.339, -2.387], [-0.647, -1.690, -2.485], [-0.433, -2.551, -1.706], [-1.544, -1.789, -3.541], [-1.965, -3.175, -3.773], [-2.675, -0.854, -3.391], [6.534, -1.389, -3.002], [6.254, -3.136, -2.782], [6.431, -2.091, -1.352], [4.448, -0.955, -2.364], [4.224, -3.686, -3.370], [4.521, -2.335, -4.438], [3.463, -0.321, -5.260], [-0.100, 0.036, -1.379], [-0.322, 0.395, -3.071], [-1.059, -3.779, -3.829], [-2.659, -3.554, -3.014], [-2.408, -3.202, -4.772], [-3.533, -1.199, -3.966], [-2.917, -0.640, -2.344], [-2.376, 0.091, -3.865], [0.260, -2.736, 1.661], [0.303, -1.241, 1.920], [-0.979, -0.634, 2.013], [-1.823, -1.116, 3.043], [-1.239, -0.948, 4.434], [-0.292, -2.946, 0.745], [1.272, -3.130, 1.560], [-0.229, -3.280, 2.473], [0.807, -0.752, 1.083], [0.895, -1.015, 2.814], [-2.092, -2.162, 2.856], [-2.747, -0.542, 2.969], [-0.313, -1.509, 4.559], [-1.947, -1.297, 5.188], [-1.013, 0.103, 4.626], [-5.880, 4.305, -2.593], [-5.557, 2.823, -2.509], [-4.289, 2.482, -3.041], [-3.167, 3.095, -2.430], [-3.030, 2.776, -0.950], [-5.834, 4.646, -3.629], [-6.881, 4.496, -2.205], [-5.178, 4.910, -2.017], [-6.289, 2.266, -3.094], [-5.645, 2.463, -1.478], [-3.189, 4.177, -2.598], [-2.288, 2.718, -2.956], [-3.881, 3.138, -0.372], [-2.129, 3.241, -0.546], [-2.964, 1.697, -0.797], [3.460, 2.350, 4.240], [2.135, 1.607, 4.267], [2.185, 0.372, 4.959], [2.550, 0.429, 6.326], [1.612, 1.270, 7.176], [4.235, 1.728, 3.787], [3.366, 3.270, 3.661], [3.799, 2.620, 5.241], [1.840, 1.368, 3.244], [1.341, 2.241, 4.678], [3.585, 0.774, 6.428], [2.530, -0.600, 6.685], [1.599, 2.314, 6.861], [1.921, 1.240, 8.221], [0.591, 0.892, 7.102]]
}

Entry 2:
{
  "formula": "C48H31N13STi",
  "method": "ωB97M-V with the def2-TZVPD basis set",
  "e_homo_ev": -6.63,
  "max_force_ev_per_a": 1.7,
  "relative_energy_kj_mol": 41.7,
  "symbols": ["Ti", "C", "C", "C", "C", "C", "N", "C", "N", "C", "C", "C", "C", "C", "C", "C", "C", "N", "C", "N", "C", "N", "C", "N", "C", "N", "C", "C", "C", "C", "C", "C", "C", "C", "C", "C", "C", "C", "N", "C", "C", "H", "H", "H", "H", "H", "H", "H", "H", "H", "H", "H", "H", "H", "H", "H", "H", "C", "N", "C", "C", "N", "C", "C", "C", "C", "C", "C", "N", "C", "N", "C", "C", "C", "C", "C", "C", "N", "H", "H", "H", "H", "H", "H", "H", "H", "H", "H", "H", "H", "H", "H", "H", "S"],
  "xyz": [[0.424, -0.068, 0.328], [-1.019, -5.093, -3.642], [0.137, -5.668, -3.107], [0.827, -5.073, -2.059], [0.333, -3.883, -1.562], [0.856, -3.033, -0.430], [-0.001, -1.751, -0.633], [-1.048, -2.061, -1.377], [-2.203, -1.394, -1.525], [-2.406, -0.305, -0.816], [-3.656, 0.473, -0.943], [-4.811, 0.218, -1.655], [-5.814, 1.179, -1.592], [-5.650, 2.347, -0.847], [-4.477, 2.592, -0.140], [-3.492, 1.628, -0.205], [-2.136, 1.588, 0.386], [-1.610, 2.577, 0.984], [-0.255, 2.472, 1.495], [-0.005, 1.107, 1.934], [0.257, 1.058, 3.220], [0.484, -0.028, 3.943], [0.405, -1.197, 3.309], [0.449, -1.453, 1.996], [0.278, -2.887, 1.847], [0.372, -3.604, 0.819], [0.077, -3.456, 3.195], [-0.145, -4.756, 3.612], [-0.241, -4.971, 4.979], [-0.113, -3.921, 5.895], [0.116, -2.623, 5.463], [0.210, -2.425, 4.096], [0.263, 2.424, 3.778], [0.517, 2.870, 5.064], [0.429, 4.235, 5.295], [0.071, 5.109, 4.269], [-0.193, 4.646, 2.985], [-0.067, 3.289, 2.747], [-1.567, 0.311, 0.028], [-0.812, -3.323, -2.087], [-1.517, -3.905, -3.130], [-1.525, -5.580, -4.465], [0.505, -6.595, -3.527], [1.734, -5.496, -1.647], [-4.918, -0.686, -2.238], [-6.738, 1.024, -2.134], [-6.448, 3.077, -0.828], [-4.330, 3.500, 0.428], [-0.232, -5.560, 2.895], [-0.417, -5.973, 5.350], [-0.192, -4.131, 6.953], [0.222, -1.798, 6.154], [0.765, 2.171, 5.851], [0.624, 4.629, 6.283], [-0.016, 6.167, 4.480], [-0.517, 5.332, 2.212], [-2.409, -3.439, -3.525], [2.245, 2.434, 0.787], [2.437, 0.990, 1.111], [3.682, 0.411, 0.596], [3.431, -0.001, -0.809], [2.222, -0.142, -1.259], [2.357, -0.646, -2.551], [1.398, -0.997, -3.495], [1.839, -1.501, -4.703], [3.207, -1.638, -4.979], [4.170, -1.271, -4.060], [3.714, -0.776, -2.847], [4.381, -0.326, -1.717], [0.800, 2.701, 0.342], [0.461, 1.694, -0.637], [-0.243, 2.342, -1.643], [-0.936, 1.814, -2.713], [-1.593, 2.697, -3.580], [-1.534, 4.063, -3.378], [-0.806, 4.601, -2.306], [-0.172, 3.731, -1.457], [0.635, 3.978, -0.333], [2.552, 3.066, 1.625], [2.863, 2.677, -0.077], [2.426, 0.873, 2.116], [4.526, 1.106, 0.673], [3.905, -0.492, 1.172], [0.344, -0.892, -3.291], [1.115, -1.798, -5.449], [3.513, -2.041, -5.936], [5.225, -1.378, -4.276], [5.362, -0.423, -1.526], [-0.987, 0.747, -2.875], [-2.155, 2.299, -4.414], [-2.047, 4.729, -4.058], [-0.754, 5.672, -2.154], [0.404, 4.770, 0.245], [2.637, -2.956, -0.300]]
}

Entry 3:
{
  "formula": "C17H30N5O7S",
  "method": "ωB97M-V with the def2-TZVPD basis set",
  "charge": 1,
  "e_homo_ev": -11.55,
  "max_force_ev_per_a": 4.1,
  "symbols": ["C", "C", "N", "C", "N", "N", "C", "C", "C", "C", "O", "O", "C", "C", "C", "C", "C", "S", "C", "N", "N", "C", "O", "O", "H", "H", "H", "H", "H", "H", "H", "H", "H", "H", "H", "H", "H", "H", "H", "H", "H", "H", "H", "H", "H", "H", "H", "H", "C", "O", "C", "O", "O", "C", "H", "H", "H", "H", "H", "H"],
  "xyz": [[1.186, -4.895, 1.069], [-0.340, -4.674, 0.774], [-1.041, -3.956, 1.919], [-1.498, -2.750, 1.369], [-2.757, -2.373, 1.470], [-0.572, -1.930, 0.645], [0.580, -1.480, 1.485], [0.301, -0.099, 2.228], [-0.341, 0.991, 1.278], [-1.818, 1.352, 1.622], [-2.514, 1.905, 0.822], [-2.398, 1.025, 2.871], [-0.128, -2.751, -0.542], [-0.762, -2.097, -1.829], [0.090, -0.942, -2.450], [1.390, -1.404, -3.202], [2.600, -1.455, -2.193], [3.817, -0.071, -2.468], [4.703, -0.129, -0.882], [4.021, -0.039, 0.271], [4.925, -0.152, 1.292], [6.105, -0.300, 0.705], [6.045, -0.290, -0.674], [-0.631, -4.099, -0.479], [1.672, -4.026, 1.586], [1.729, -4.992, 0.089], [1.404, -5.802, 1.675], [-0.797, -5.700, 0.757], [-1.880, -4.513, 2.135], [-3.468, -3.101, 1.453], [-3.001, -1.387, 1.498], [1.473, -1.297, 0.841], [0.868, -2.202, 2.290], [-0.294, -0.259, 3.166], [1.297, 0.288, 2.555], [0.270, 1.926, 1.359], [-0.282, 0.663, 0.217], [-3.091, 0.361, 2.731], [0.979, -2.837, -0.635], [-1.727, -1.627, -1.487], [-1.068, -2.877, -2.574], [0.363, -0.130, -1.730], [-0.565, -0.448, -3.221], [1.658, -0.765, -4.081], [1.250, -2.446, -3.604], [2.190, -1.257, -1.168], [3.187, -2.402, -2.238], [7.062, -0.445, 1.235], [-1.306, 8.037, -1.659], [-2.560, 7.559, -1.173], [-2.517, 6.324, -0.663], [-1.540, 5.622, -0.590], [-3.747, 6.004, -0.248], [-3.849, 4.701, 0.324], [-1.465, 9.041, -2.046], [-0.573, 8.086, -0.853], [-0.942, 7.406, -2.471], [-3.218, 4.618, 1.209], [-3.587, 3.938, -0.408], [-4.885, 4.552, 0.623]]
}

Entry 4:
{
  "formula": "C27H58N13O21",
  "method": "ωB97M-V with the def2-TZVPD basis set",
  "charge": 1,
  "e_homo_ev": -9.92,
  "max_force_ev_per_a": 13.3,
  "relative_energy_kj_mol": 190.6,
  "symbols": ["C", "C", "C", "C", "C", "C", "N", "O", "C", "C", "C", "H", "H", "H", "H", "H", "H", "H", "H", "H", "H", "H", "H", "H", "H", "H", "H", "H", "H", "N", "C", "C", "C", "C", "H", "H", "H", "H", "H", "N", "C", "C", "C", "C", "H", "H", "H", "H", "H", "C", "N", "O", "O", "H", "H", "H", "C", "N", "O", "O", "H", "H", "H", "C", "N", "O", "O", "H", "H", "H", "C", "N", "O", "O", "H", "H", "H", "C", "N", "O", "O", "H", "H", "H", "C", "N", "O", "O", "H", "H", "H", "C", "N", "O", "O", "H", "H", "H", "C", "N", "O", "O", "H", "H", "H", "C", "N", "O", "O", "H", "H", "H", "C", "N", "O", "O", "H", "H", "H"],
  "xyz": [[0.507, 0.071, -2.112], [0.354, -0.158, -0.601], [1.547, -0.869, -0.049], [1.594, -0.763, 1.500], [1.895, 0.705, 1.902], [0.694, 1.594, 1.511], [0.264, 1.233, 0.069], [-0.637, 2.065, -0.493], [1.092, 3.053, 1.598], [-0.405, 1.357, 2.405], [-1.036, -0.855, -0.470], [0.881, -0.997, -2.568], [1.618, 0.557, -2.256], [-0.137, 0.772, -2.748], [2.494, -0.256, -0.483], [1.410, -1.960, -0.320], [2.431, -1.337, 1.767], [0.886, -1.218, 2.016], [2.744, 1.189, 1.080], [2.118, 0.920, 3.090], [1.520, 3.371, 2.667], [0.327, 3.587, 1.283], [2.011, 3.173, 0.954], [-0.795, 0.222, 2.247], [-1.091, 1.950, 1.882], [-0.363, 1.726, 3.373], [-0.997, -1.850, -0.705], [-1.855, -0.548, -0.905], [-1.363, -0.864, 0.554], [0.930, -2.722, 4.503], [0.449, -3.987, 4.032], [-0.993, -3.929, 4.140], [-1.433, -2.470, 4.652], [-0.022, -1.740, 4.713], [2.021, -2.631, 4.673], [1.140, -4.680, 3.745], [-1.599, -4.841, 3.761], [-2.366, -2.275, 4.782], [0.214, -0.795, 4.956], [3.733, -3.397, 4.851], [4.086, -2.339, 4.109], [3.779, -1.103, 4.922], [3.424, -1.632, 6.165], [3.527, -3.060, 6.171], [4.005, -4.339, 4.678], [4.282, -2.567, 3.218], [4.118, -0.227, 4.251], [3.312, -1.137, 7.151], [3.421, -3.794, 7.099], [2.189, 2.731, -5.236], [1.472, 2.374, -6.465], [0.523, 1.525, -6.526], [1.686, 3.029, -7.480], [1.684, 2.234, -4.422], [1.950, 3.716, -4.895], [3.125, 2.381, -5.269], [-4.629, -3.047, 3.384], [-4.425, -2.424, 1.986], [-5.326, -1.759, 1.539], [-3.284, -2.547, 1.473], [-4.686, -2.311, 4.006], [-3.845, -3.670, 3.490], [-5.617, -3.451, 3.382], [4.299, 3.995, -1.836], [3.109, 3.203, -1.627], [3.218, 2.181, -0.948], [2.045, 3.434, -2.307], [4.910, 3.791, -0.899], [4.218, 5.044, -1.856], [4.730, 3.630, -2.593], [-0.506, 5.248, -2.767], [-0.384, 4.323, -3.965], [-0.661, 3.158, -3.836], [-0.463, 4.869, -4.976], [0.322, 5.194, -2.121], [-1.334, 4.764, -2.055], [-0.652, 6.062, -3.325], [1.938, -2.825, -5.405], [2.203, -1.391, -5.817], [2.927, -1.299, -6.789], [2.028, -0.589, -4.944], [1.326, -3.148, -6.156], [1.538, -3.045, -4.420], [2.960, -3.211, -5.460], [1.633, 3.942, 6.950], [2.315, 2.730, 6.325], [3.348, 2.243, 6.663], [1.700, 2.286, 5.352], [0.594, 3.719, 7.017], [1.568, 4.885, 6.350], [2.107, 4.256, 7.866], [-3.974, 4.771, 1.355], [-2.844, 4.565, 0.374], [-1.683, 4.879, 0.681], [-3.121, 4.020, -0.799], [-3.960, 5.876, 1.405], [-3.834, 4.230, 2.261], [-4.860, 4.610, 1.059], [-1.758, -0.516, -5.552], [-2.858, -1.334, -5.339], [-3.327, -1.974, -6.163], [-3.503, -1.023, -4.251], [-1.884, 0.421, -5.219], [-1.468, -0.637, -6.594], [-0.719, -0.880, -5.088], [-4.431, -2.904, -1.526], [-5.686, -3.429, -0.945], [-6.661, -2.813, -1.320], [-5.583, -4.551, -0.302], [-3.715, -3.217, -0.878], [-4.302, -1.791, -1.419], [-4.322, -3.032, -2.565], [-2.176, -5.123, -3.385], [-0.857, -4.377, -3.288], [-0.973, -3.189, -3.187], [0.189, -4.956, -3.344], [-2.531, -5.107, -2.459], [-1.911, -6.180, -3.556], [-2.778, -4.822, -4.100]]
}